Model P:
Formula: C23H22NO6
Source: the Open Molecules 2025 dataset
Level of theory: ωB97M-V/def2-TZVPD

Geometry as ORCA input:
```
! RIJCOSX wB97M-V def2-TZVPD def2/J DEFGRID3
* xyz -1 1
C -4.332 -1.115 0.676
C -4.147 0.375 0.598
O -2.729 0.611 0.664
C -2.398 1.900 0.466
C -0.924 2.069 0.462
C -0.047 1.021 0.355
C 1.388 1.333 0.479
C 1.931 2.340 1.353
C 3.289 2.626 1.363
C 4.169 1.954 0.488
N 5.564 2.249 0.478
O 6.291 1.618 -0.327
O 6.019 3.110 1.266
C 3.650 0.973 -0.383
C 2.306 0.658 -0.367
C -0.548 3.537 0.389
O 0.215 3.987 -0.451
O -1.145 4.356 1.280
C -0.786 5.771 1.143
C -1.566 6.577 2.151
O -3.196 2.786 0.295
H -5.397 -1.342 0.677
H -3.871 -1.616 -0.182
H -3.883 -1.524 1.587
H -4.525 0.775 -0.349
H -4.629 0.891 1.437
H -0.401 -0.014 0.184
H 1.285 2.895 2.038
H 3.706 3.377 2.029
H 4.337 0.474 -1.055
H 1.898 -0.084 -1.058
H 0.294 5.882 1.318
H -1.022 6.108 0.124
H -1.276 7.631 2.075
H -2.643 6.518 1.969
H -1.363 6.254 3.176
C -1.697 -5.167 -1.847
C -1.769 -3.987 -1.074
C -0.438 -3.587 -0.715
C 0.455 -4.609 -1.210
C -0.345 -5.589 -1.953
C 0.228 -6.690 -2.617
C 1.615 -6.886 -2.536
C 2.386 -5.998 -1.753
C 1.816 -4.901 -1.081
H -2.506 -5.724 -2.307
H -2.717 -3.521 -0.781
H -0.159 -2.774 -0.035
H -0.377 -7.378 -3.219
H 2.100 -7.717 -3.073
H 3.464 -6.176 -1.691
H 2.432 -4.257 -0.456
*
```

Results
* gap between HOMO and LUMO: 2.84 eV

Model Q:
Formula: C23H22NO6
Source: the Open Molecules 2025 dataset
Level of theory: ωB97M-V/def2-TZVPD

Geometry as ORCA input:
```
! RIJCOSX wB97M-V def2-TZVPD def2/J DEFGRID3
* xyz -1 1
C 2.978 -2.080 -2.750
C 3.172 -2.201 -1.258
O 2.322 -1.355 -0.537
C 2.503 -1.582 0.797
C 1.698 -0.732 1.687
C 0.752 0.052 1.142
C -0.098 0.970 1.884
C 0.420 1.801 2.880
C -0.408 2.639 3.582
C -1.767 2.653 3.325
N -2.659 3.498 4.115
O -3.870 3.471 3.865
O -2.167 4.207 5.000
C -2.287 1.843 2.336
C -1.465 1.019 1.612
C 1.916 -0.784 3.151
O 0.984 -0.997 3.902
O 3.189 -0.554 3.575
C 3.264 -0.716 4.965
C 4.700 -0.668 5.431
O 3.262 -2.418 1.244
H 3.656 -2.742 -3.289
H 1.955 -2.337 -3.027
H 3.156 -1.057 -3.082
H 2.975 -3.222 -0.902
H 4.197 -1.946 -0.955
H 0.616 -0.016 0.075
H 1.475 1.765 3.097
H -0.020 3.285 4.352
H -3.350 1.851 2.163
H -1.868 0.373 0.850
H 2.650 0.072 5.424
H 2.790 -1.680 5.203
H 4.784 -0.742 6.517
H 5.268 -1.482 4.979
H 5.169 0.261 5.106
C -1.906 -1.502 -5.399
C -0.947 -1.136 -4.464
C -1.399 -0.047 -3.728
C -2.695 0.296 -4.213
C -3.012 -0.616 -5.259
C -4.233 -0.524 -5.930
C -5.124 0.470 -5.559
C -4.817 1.365 -4.536
C -3.611 1.288 -3.858
H -1.840 -2.310 -6.110
H 0.004 -1.626 -4.336
H -0.876 0.457 -2.933
H -4.459 -1.222 -6.719
H -6.070 0.550 -6.072
H -5.531 2.129 -4.269
H -3.376 1.980 -3.070
*
```

Results
* gap between HOMO and LUMO: 2.88 eV

Least stable = model P

Model P:
Formula: C4H6BrNO
Source: the Open Molecules 2025 dataset
Level of theory: ωB97M-V/def2-TZVPD

Geometry as ORCA input:
```
! RIJCOSX wB97M-V def2-TZVPD def2/J DEFGRID3
* xyz 0 1
C 1.289 1.530 -0.354
O 0.743 0.614 0.700
C -0.488 0.062 0.499
C -1.202 -0.312 1.640
N -1.896 -0.682 2.488
C -0.272 -1.529 -0.488
Br -1.603 -1.657 -1.826
H 0.798 1.331 -1.235
H 2.327 1.104 -0.531
H 1.050 2.526 -0.055
H -1.188 0.636 -0.202
H -0.283 -2.392 0.162
H 0.723 -1.232 -0.798
*
```

Results
* gap between HOMO and LUMO: 10.29 eV
* structure (SMILES): CO[C@H](C#N)CBr

Model Q:
Formula: C4H6BrNO
Source: the Open Molecules 2025 dataset
Level of theory: ωB97M-V/def2-TZVPD

Geometry as ORCA input:
```
! RIJCOSX wB97M-V def2-TZVPD def2/J DEFGRID3
* xyz 0 1
C -0.901 2.520 0.115
C -0.187 1.546 -0.493
C -0.496 -1.901 -0.233
C 0.502 0.538 0.249
N 0.598 -2.645 -0.095
O -1.653 -2.000 -0.217
Br 2.299 -0.009 -0.274
H -1.481 3.362 -0.446
H -1.106 2.495 1.299
H -0.110 1.471 -1.567
H 0.381 0.311 1.363
H 1.471 -2.061 -0.025
H 0.685 -3.627 0.325
*
```

Results
* gap between HOMO and LUMO (spin up / spin down): 7.94 / 7.19 eV

Model R:
Formula: C4H6BrNO
Source: the Open Molecules 2025 dataset
Level of theory: ωB97M-V/def2-TZVPD

Geometry as ORCA input:
```
! RIJCOSX wB97M-V def2-TZVPD def2/J DEFGRID3
* xyz 0 1
C -0.230 0.124 -2.049
O 0.582 1.284 -1.809
C 0.803 1.468 -0.513
C 0.474 0.610 0.506
N -0.016 0.053 1.493
C -0.073 -0.774 2.817
Br 1.632 -1.773 3.132
H 0.484 -0.634 -1.746
H -0.368 0.049 -3.231
H -1.221 0.129 -1.532
H 1.681 2.052 -0.185
H 0.009 0.026 3.471
H -0.978 -1.276 2.936
*
```

Results
* gap between HOMO and LUMO: 7.87 eV
* structure (SMILES): COC=C=NCBr

Least stable = model R

Model P:
Formula: C5H6N2O2
Source: the Open Molecules 2025 dataset
Level of theory: ωB97M-V/def2-TZVPD

Geometry as ORCA input:
```
! RIJCOSX wB97M-V def2-TZVPD def2/J DEFGRID3
* xyz 0 1
N -3.446 -0.802 0.016
C -2.510 0.162 0.016
O -2.763 1.362 0.036
C -1.130 -0.318 0.037
C 0.003 -0.743 0.078
C 1.367 -1.252 0.090
C 2.451 -0.209 0.353
N 2.528 0.840 -0.476
O 3.509 -0.567 0.888
H -4.425 -0.547 -0.006
H -3.202 -1.782 0.028
H 1.476 -2.026 0.866
H 1.592 -1.736 -0.872
H 1.745 1.472 -0.575
H 3.568 0.976 -0.699
*
```

Results
* gap between HOMO and LUMO: 10.39 eV
* structure (SMILES): NC(=O)C#CCC(N)=O

Model Q:
Formula: C5H6N2O2
Source: the Open Molecules 2025 dataset
Level of theory: ωB97M-V/def2-TZVPD

Geometry as ORCA input:
```
! RIJCOSX wB97M-V def2-TZVPD def2/J DEFGRID3
* xyz 0 1
C 3.216 -0.416 0.139
C 1.797 0.155 -0.062
C -0.688 -0.377 0.002
C -2.686 -0.438 -0.125
C -2.350 0.853 0.161
H 3.420 -1.425 -0.452
H 3.354 -0.637 1.256
H 3.859 0.171 -0.279
H 1.184 -1.789 0.165
H -3.773 -0.834 -0.330
H -2.890 1.765 0.261
N 0.733 -0.730 0.139
N -1.564 -1.259 -0.212
O 1.574 1.353 -0.387
O -0.958 0.898 0.286
*
```

Results
* gap between HOMO and LUMO: 9.74 eV

Least stable = model Q